Entry from the OMol25 dataset: a cluster of 3 separate species, C5H6N2O3 in total in a non-equilibrium geometry (ωB97M-V/def2-TZVPD).

Last column: natural (NBO) charge in e.
Positions of all 16 atoms, in Å:
O (3.998, 1.103, -0.429)  -0.51
C (2.826, 0.899, -0.634)  0.54
N (2.217, -0.321, -0.455)  -0.47
C (0.870, -0.778, -0.807)  -0.14
C (1.304, -2.212, -0.380)  -0.49
C (2.662, -1.596, -0.075)  0.71
O (3.728, -1.986, 0.305)  -0.49
C (-0.232, -0.194, 0.003)  0.47
N (-0.530, 0.155, 1.131)  -0.52
H (2.124, 1.668, -1.014)  0.13
H (0.636, -0.671, -1.875)  0.23
H (0.793, -2.621, 0.499)  0.26
H (1.324, -2.942, -1.196)  0.25
O (-1.395, 1.194, -0.722)  -1.00
H (-1.416, 1.195, 0.643)  0.55
H (-1.674, 0.723, -1.514)  0.49

As for the gap between HOMO and LUMO: 0.3680 Ha. As for the spin multiplicity: 1.

---

Entry from the OMol25 dataset: a structure of composition C21H38N3O5PS2Sn (ωB97M-V/def2-TZVPD).

Last column: Mulliken spin population.
Positions of all 71 atoms, in Å:
Sn (0.470, -0.301, 0.115)  0.43
C (0.426, 4.220, 3.016)  0.00
N (-0.281, 3.002, 2.643)  0.00
C (-1.713, 3.159, 2.408)  0.00
C (0.315, 1.852, 2.378)  0.01
O (-0.322, 0.854, 1.973)  0.01
C (1.826, 1.712, 2.550)  0.01
O (2.205, 0.369, 2.371)  0.02
C (1.936, -0.464, 3.477)  -0.01
C (1.191, -1.724, 3.053)  0.01
O (0.776, -1.874, 1.895)  0.03
N (1.018, -2.661, 3.985)  0.00
C (0.376, -3.924, 3.631)  0.00
C (1.602, -2.572, 5.318)  0.00
H (0.073, 4.574, 3.984)  0.00
H (0.228, 4.989, 2.268)  0.00
H (1.498, 4.064, 3.064)  0.00
H (-2.160, 3.661, 3.265)  0.00
H (-2.169, 2.185, 2.271)  0.00
H (-1.874, 3.767, 1.516)  0.00
H (2.155, 2.090, 3.522)  0.00
H (2.321, 2.286, 1.764)  0.00
H (1.330, 0.051, 4.229)  0.00
H (2.882, -0.746, 3.945)  0.00
H (-0.181, -3.800, 2.709)  0.00
H (-0.302, -4.213, 4.431)  0.00
H (1.124, -4.708, 3.495)  0.00
H (1.533, -1.563, 5.718)  0.00
H (2.645, -2.893, 5.322)  0.00
H (1.039, -3.226, 5.980)  0.00
C (3.228, 4.146, -4.149)  0.00
C (2.769, 3.921, -2.729)  0.00
O (2.947, 2.521, -2.368)  0.00
P (1.721, 1.545, -2.258)  0.04
S (2.342, -0.310, -2.001)  0.16
S (0.461, 2.154, -0.771)  0.07
O (0.979, 1.779, -3.638)  -0.01
C (-0.205, 1.013, -3.978)  0.00
C (-0.809, 1.622, -5.217)  0.00
H (3.159, 5.207, -4.389)  0.00
H (2.606, 3.589, -4.848)  0.00
H (4.263, 3.830, -4.269)  0.00
H (1.723, 4.200, -2.593)  0.00
H (3.372, 4.479, -2.015)  0.00
H (-0.898, 1.050, -3.134)  0.00
H (0.103, -0.021, -4.139)  0.00
H (-1.120, 2.650, -5.032)  0.00
H (-1.684, 1.045, -5.517)  0.00
H (-0.093, 1.613, -6.038)  0.00
C (0.045, -3.038, -2.464)  0.01
N (-0.779, -3.934, -1.687)  0.00
C (-1.911, -4.434, -2.444)  0.00
C (-1.117, -3.411, -0.371)  0.01
C (-2.038, -2.203, -0.359)  -0.03
C (-3.413, -2.421, -0.460)  0.01
C (-4.312, -1.370, -0.539)  -0.01
C (-3.850, -0.063, -0.514)  0.01
C (-2.489, 0.176, -0.387)  0.03
C (-1.587, -0.882, -0.303)  0.19
H (0.340, -3.529, -3.392)  0.00
H (0.957, -2.806, -1.910)  0.00
H (-0.454, -2.089, -2.724)  0.00
H (-1.542, -4.968, -3.320)  0.00
H (-2.593, -3.643, -2.790)  0.00
H (-2.479, -5.138, -1.834)  0.00
H (-0.179, -3.179, 0.138)  0.00
H (-1.597, -4.220, 0.187)  0.00
H (-3.782, -3.440, -0.476)  0.00
H (-5.372, -1.572, -0.621)  0.00
H (-4.542, 0.766, -0.583)  0.00
H (-2.136, 1.200, -0.357)  0.00

As for the gap between HOMO and LUMO (spin up / spin down): 0.2786 / 0.2466 Ha. As for the total charge: +1. The expectation value of S² is 0.756. As for the spin multiplicity: 2.

---

Entry from the OMol25 dataset: a cluster of 2 separate species, C3H5N3 in total in a non-equilibrium geometry (ωB97M-V/def2-TZVPD).

Last column: natural (NBO) charge in e.
Positions of all 11 atoms, in Å:
C (0.346, -1.277, 1.220)  -0.43
N (0.999, -0.260, 0.363)  -0.34
C (-0.710, 0.225, -1.844)  -0.25
C (-0.931, 1.398, -1.670)  -0.26
N (0.605, 2.043, 0.695)  -0.07
N (0.742, 0.921, 0.595)  0.25
H (-0.740, -1.110, 1.358)  0.20
H (0.490, -2.223, 0.681)  0.21
H (0.857, -1.350, 2.197)  0.20
H (-0.534, -0.811, -2.063)  0.24
H (-1.126, 2.444, -1.531)  0.24

As for the gap between HOMO and LUMO: 0.3839 Ha. As for the spin multiplicity: 1.

---

Entry from the OMol25 dataset: an isolated molecule of C4H5N3 in a non-equilibrium geometry (ωB97M-V/def2-TZVPD).

Last column: natural (NBO) charge in e.
Positions of all 12 atoms, in Å:
C (2.254, 0.074, -0.025)  -0.66
C (0.863, -0.108, 0.046)  0.20
C (-0.016, -0.741, 0.967)  -0.23
C (-1.317, -0.462, 1.023)  -0.01
N (-1.720, 0.243, -0.107)  -0.22
N (-1.072, 0.561, -1.101)  0.02
N (0.298, 0.514, -0.994)  -0.27
H (2.810, 0.577, 0.692)  0.24
H (2.655, -0.939, -0.128)  0.23
H (2.592, 0.468, -0.895)  0.25
H (0.644, -1.187, 1.848)  0.21
H (-1.951, -0.716, 1.839)  0.23

As for the gap between HOMO and LUMO: 0.3409 Ha. The SMILES is Cc1ccnnn1. As for the spin multiplicity: 1.

---

Entry from the OMol25 dataset: a cluster of 2 separate species, C6H14N2 in total in a non-equilibrium geometry (ωB97M-V/def2-TZVPD).

Last column: natural (NBO) charge in e.
Positions of all 22 atoms, in Å:
C (-1.198, 1.578, -0.550)  -0.20
C (-2.019, 0.682, -0.548)  -0.05
C (-2.983, -0.423, -0.536)  -0.29
N (-3.587, -0.574, 0.784)  -0.81
H (-0.493, 2.351, -0.542)  0.22
H (-2.470, -1.330, -0.914)  0.18
H (-3.788, -0.215, -1.259)  0.21
H (-2.859, -0.792, 1.469)  0.35
H (-4.230, -1.368, 0.761)  0.35
C (2.647, -1.274, 0.153)  -0.63
C (1.756, -0.443, -0.773)  -0.21
N (0.799, 0.432, -0.125)  -0.61
C (1.389, 1.490, 0.677)  -0.43
H (3.303, -1.934, -0.430)  0.21
H (3.286, -0.643, 0.780)  0.20
H (2.046, -1.903, 0.815)  0.20
H (2.384, 0.176, -1.428)  0.18
H (1.191, -1.111, -1.436)  0.19
H (0.183, -0.120, 0.459)  0.35
H (2.020, 1.149, 1.504)  0.18
H (2.016, 2.130, 0.036)  0.19
H (0.606, 2.141, 1.104)  0.20

As for the gap between HOMO and LUMO: 0.3228 Ha. The SMILES is C#CCN.CCNC. As for the spin multiplicity: 1.